1.
70
Properties=species:S:1:pos:R:3:forces:R:3 method="wB97M-V/def2-TZVPD" multiplicity=1 total_energy_ev=-70866.5627 relative_energy_kj_mol=648.2
Pb -0.6178 2.2707 -1.4254 -0.3 0.8 3.4
C -1.6471 2.2895 -3.5398 -0.9 -0.2 -0.8
C -1.7680 0.9670 -3.0646 -0.3 0.4 -0.5
C -0.9507 -0.1966 -3.5233 0.5 -0.6 -0.1
C 0.5608 0.0832 -3.5998 -0.4 -0.7 -0.4
C 1.0527 1.0603 -2.5696 1.1 0.0 -0.1
C 1.2553 2.4334 -2.8272 0.8 -0.4 -0.4
C 0.7567 3.1576 -4.0531 0.0 0.2 -0.6
C -0.6417 2.7417 -4.5769 0.2 0.5 -0.5
C 0.1791 2.6139 2.3772 -0.1 -0.4 -0.6
H -2.5344 2.9349 -3.4435 0.4 -0.4 0.0
H -2.6938 0.6951 -2.5543 0.1 0.2 -0.3
H -1.3018 -0.5897 -4.4932 -0.1 0.1 0.0
H -1.1031 -1.0171 -2.8073 0.0 0.1 -0.1
H 1.0858 -0.8707 -3.4168 -0.1 0.3 -0.2
H 0.8418 0.3822 -4.6229 0.0 0.1 0.4
H 1.6431 0.6036 -1.7637 0.0 0.5 -0.4
H 2.1140 2.8971 -2.3157 -0.6 -0.1 0.0
H 1.4771 3.0301 -4.8799 0.0 0.1 0.0
H 0.7455 4.2411 -3.8379 0.0 -0.5 0.0
H -1.0835 3.6376 -5.0462 0.2 -0.3 0.0
H -0.5230 2.0081 -5.3922 -0.2 0.1 0.3
H -0.7820 3.1451 2.3639 0.6 -0.1 0.1
H 1.0970 3.1923 2.2328 -0.5 -0.1 0.3
H 0.2358 1.6863 2.9461 0.0 0.3 0.3
P 1.8328 -0.4316 1.9951 1.3 0.9 0.0
P -1.7980 -1.3824 1.9574 -0.3 1.3 0.5
N 2.9957 0.5051 1.0445 -0.3 0.6 -0.5
N 2.9747 -1.7652 2.2624 0.6 -1.1 0.2
N -2.3726 0.0430 1.3242 0.1 0.2 0.0
N -3.1532 -2.3597 2.0773 -0.4 -0.7 0.1
C 0.7712 -1.1336 0.6413 0.0 0.1 -0.3
C -0.4157 -2.0703 1.0283 0.4 -0.2 -0.2
C 3.3098 1.8459 1.3064 0.3 -0.4 -0.8
C 4.0815 2.3399 0.2648 -0.6 -0.8 0.7
C 4.2490 1.2762 -0.6799 -0.7 -0.7 0.7
C 3.5719 0.1668 -0.1844 0.3 0.9 0.1
C 4.0382 -1.6850 3.1809 -0.6 -1.0 -0.5
C 4.6796 -2.9185 3.2417 -0.8 0.6 -0.5
C 4.0143 -3.7906 2.3171 -0.6 1.0 -0.1
C 2.9885 -3.0549 1.7268 0.6 0.1 0.9
C -2.5822 1.2697 1.9855 -0.4 0.6 -0.4
C -3.2271 2.1302 1.1238 0.4 -0.9 0.5
C -3.4177 1.4417 -0.1177 0.2 -1.2 0.6
C -2.8925 0.1730 0.0265 -0.6 0.7 -0.4
C -4.2425 -2.3945 1.1704 -0.6 -0.7 0.6
C -5.2366 -3.1847 1.7097 1.1 0.5 -0.2
C -4.7666 -3.6843 2.9714 1.0 0.5 -0.2
C -3.4972 -3.1823 3.1758 -0.8 -0.3 -0.3
H 1.4231 -1.6685 -0.0675 -0.4 0.0 0.1
H 0.3805 -0.2460 0.1135 0.1 -0.1 0.2
H -0.8486 -2.4834 0.0989 0.0 0.1 0.3
H -0.0541 -2.9247 1.6255 -0.3 0.1 -0.1
H 2.9653 2.2961 2.2223 -0.1 0.1 -0.1
H 4.4859 3.3397 0.1920 -0.1 -0.1 0.1
H 4.7992 1.3215 -1.6089 0.0 -0.1 0.1
H 3.4750 -0.8335 -0.5814 0.1 0.1 0.0
H 4.2151 -0.7699 3.7224 0.0 0.0 0.0
H 5.5213 -3.1760 3.8730 -0.1 0.1 -0.1
H 4.2480 -4.8287 2.1235 0.0 0.2 0.0
H 2.2511 -3.3464 0.9964 0.1 -0.1 0.0
H -2.2175 1.4133 2.9903 0.1 0.1 -0.1
H -3.5083 3.1568 1.3327 0.2 -0.3 0.0
H -3.8626 1.8457 -1.0210 0.1 -0.2 0.2
H -2.8844 -0.6706 -0.6497 0.2 0.3 -0.1
H -4.2060 -1.8782 0.2282 -0.1 0.0 0.2
H -6.1947 -3.3939 1.2487 0.2 0.1 0.1
H -5.3140 -4.3463 3.6316 0.2 0.2 0.0
H -2.7975 -3.3139 3.9858 -0.1 0.0 0.0
Cl -1.1805 -1.0435 3.8272 -0.2 -0.1 -0.9

2.
69
Properties=species:S:1:pos:R:3:forces:R:3 method="wB97M-V/def2-TZVPD" multiplicity=1 total_energy_ev=-40660.0588 charge=+1 relative_energy_kj_mol=643.2
C -4.3082 -2.4320 -2.6875 -0.6 0.3 -0.5
N -3.2018 -2.1363 -1.8105 0.4 -0.5 0.4
C -2.5398 -3.1562 -1.1872 -0.5 -1.2 -0.3
O -2.8116 -4.3491 -1.2937 0.6 1.8 0.3
C -1.4234 -2.5302 -0.3492 -0.5 -0.7 0.5
C -0.0345 -2.9961 -0.7760 0.1 0.1 -0.1
C 0.1426 -4.4709 -0.5244 0.1 0.0 0.0
C 0.4602 -5.3026 -1.5984 -0.2 0.0 0.3
C 0.5414 -6.6781 -1.4004 -0.1 0.0 0.2
C 0.3093 -7.2152 -0.1281 0.0 0.3 -0.1
C 0.0382 -6.3708 0.9557 0.0 0.1 -0.2
C -0.0492 -4.9901 0.7614 0.1 -0.4 -0.4
N -1.6211 -1.0981 -0.5644 2.0 1.9 1.3
C -0.7936 -0.1966 0.0147 -1.0 -2.1 -0.7
C -0.8608 1.1782 -0.1869 0.4 2.1 0.1
C -0.0490 2.1321 0.4319 -1.2 -1.9 -0.5
C -0.2308 3.5377 0.2134 -0.6 2.5 -0.7
C 0.5469 4.5648 0.8583 -0.3 -1.2 -0.4
C 0.3016 5.9127 0.6411 -0.8 0.7 -0.6
C -0.7382 6.3144 -0.2330 0.7 -2.6 0.6
N -1.0217 7.6814 -0.4985 -0.9 4.1 -0.9
O -1.9623 7.9345 -1.2924 1.9 -0.7 1.6
O -0.3412 8.5792 0.0449 -1.1 -2.3 -0.8
C -1.5203 5.3493 -0.8841 0.3 0.3 0.2
C -1.2619 4.0055 -0.6811 0.7 -0.3 0.5
C -2.7132 -0.7941 -1.5121 -0.8 0.1 -0.7
C -2.2292 -0.1236 -2.8034 0.3 -0.1 -0.2
C -3.8147 0.0598 -0.8741 -0.1 -0.2 0.3
H -4.4653 -3.5148 -2.7240 0.2 0.3 0.2
H -5.2334 -1.9664 -2.3268 0.2 -0.1 -0.1
H -4.1198 -2.0847 -3.7115 0.0 0.0 0.2
H -1.6237 -2.7927 0.7119 0.2 0.2 -0.6
H 0.0989 -2.7640 -1.8480 0.0 -0.1 0.4
H 0.7009 -2.4153 -0.2014 0.0 -0.1 -0.2
H 0.5979 -4.8549 -2.5868 0.0 -0.3 0.3
H 0.7682 -7.3254 -2.2453 -0.1 0.1 0.2
H 0.3290 -8.2960 0.0118 0.1 0.3 0.0
H -0.1197 -6.7874 1.9505 0.0 0.1 -0.3
H -0.2922 -4.3203 1.5932 0.1 -0.3 -0.2
H -0.0151 -0.5973 0.6777 -0.4 0.0 -0.2
H -1.6082 1.5235 -0.8925 0.3 -0.1 0.4
H 0.7018 1.7569 1.1253 -0.1 0.1 0.0
H 1.3729 4.2707 1.5153 -0.4 0.2 -0.1
H 0.8676 6.6979 1.1337 0.0 -0.2 -0.1
H -2.3218 5.6955 -1.5328 0.2 -0.2 0.1
H -1.8584 3.3029 -1.2625 0.1 0.2 0.3
H -1.5714 -0.8020 -3.3648 -0.2 0.2 0.1
H -3.1068 0.1209 -3.4178 0.3 -0.1 0.1
H -1.6807 0.8003 -2.6040 -0.2 -0.2 -0.2
H -4.3172 -0.5165 -0.0853 0.1 0.2 -0.2
H -3.3976 0.9687 -0.4314 -0.3 -0.1 -0.1
H -4.5451 0.3430 -1.6447 0.2 -0.1 0.3
C 3.1329 2.4037 3.9456 0.1 0.2 -0.1
C 3.3606 1.2751 2.9616 0.1 -1.3 0.9
C 4.8223 0.7668 2.8447 -0.1 0.7 0.0
C 4.9839 0.3395 1.3729 0.0 -0.1 0.2
C 3.7509 0.8904 0.6225 0.1 -0.4 -0.6
N 2.9607 1.5450 1.6241 -0.8 1.1 -0.7
H 3.5097 2.1302 4.9340 -0.1 0.0 -0.1
H 3.6501 3.3145 3.6262 0.0 -0.1 0.0
H 2.0637 2.6186 4.0397 0.1 0.1 0.0
H 2.7645 0.4115 3.3068 0.1 0.0 0.3
H 5.5027 1.6019 3.0667 -0.1 -0.2 0.0
H 5.0281 -0.0498 3.5478 0.0 0.3 -0.2
H 5.9077 0.7498 0.9551 -0.1 -0.3 0.0
H 5.0015 -0.7530 1.3053 0.2 0.2 -0.1
H 4.0416 1.5579 -0.2031 -0.1 -0.1 0.3
H 3.2094 0.0361 0.1748 0.1 0.2 -0.1
H 2.3349 2.3097 1.3990 1.0 -0.2 0.2

3.
73
Properties=species:S:1:pos:R:3:forces:R:3 method="wB97M-V/def2-TZVPD" multiplicity=5 s_squared=6.02 total_energy_ev=-63177.0102 charge=+2 relative_energy_kj_mol=466.1
Os 0.0089 0.6244 2.3262 -0.3 -0.9 2.2
C -2.0284 1.7622 -3.9936 0.4 1.0 0.0
C -2.1386 0.4755 -3.6742 -0.1 -0.7 -0.1
C -1.3579 -0.6007 -4.3690 -0.1 -0.4 -0.1
C 0.1263 -0.2812 -4.6797 0.7 -0.5 0.0
C 0.8694 0.5090 -3.6269 -1.0 -4.3 -0.6
C 0.9318 1.8339 -3.6411 -0.2 4.3 -1.0
C 0.2815 2.6440 -4.7436 -0.4 0.4 0.4
C -1.1804 2.2729 -5.1248 0.2 0.3 -0.3
C 1.3556 0.8758 3.8735 0.6 0.6 0.8
H -2.6029 2.5396 -3.4873 0.0 -0.4 -0.2
H -2.9292 0.1257 -3.0045 0.4 0.3 -0.3
H -1.8633 -0.8356 -5.3248 0.2 -0.1 0.4
H -1.3943 -1.5214 -3.7668 0.0 0.2 -0.2
H 0.6482 -1.2467 -4.8062 -0.2 0.4 0.1
H 0.1817 0.2201 -5.6605 0.1 0.0 0.5
H 1.4302 -0.0907 -2.9052 0.0 0.4 -0.2
H 1.5456 2.4041 -2.9342 -0.1 -0.4 -0.1
H 0.8871 2.5655 -5.6673 0.2 0.1 0.4
H 0.2839 3.7085 -4.4611 0.3 -0.4 -0.1
H -1.6591 3.1963 -5.4935 0.3 -0.4 0.0
H -1.1768 1.5709 -5.9731 -0.2 0.2 0.3
H 0.8392 1.4957 4.6217 0.1 0.0 -0.2
H 2.3145 1.3659 3.6351 -0.4 -0.4 0.1
H 1.5337 -0.1007 4.3476 0.0 0.1 -0.2
P 1.5402 -0.3990 1.1176 4.8 0.4 0.7
P -1.2281 -1.0761 1.3769 -4.1 0.1 -0.4
N 2.6300 0.8692 0.6902 -0.5 -0.9 0.1
N 2.7030 -1.5465 1.9240 -1.2 0.9 -1.0
N -2.1217 0.3802 0.6798 0.5 -0.7 0.1
N -2.6583 -1.8855 1.9794 1.1 0.1 -0.4
C 0.9142 -1.2104 -0.3929 0.2 -0.4 -0.2
C -0.4273 -1.8913 -0.0572 -0.4 -0.7 -0.4
C 2.5242 2.1713 1.1699 0.5 0.6 -0.6
C 3.5658 2.9048 0.6245 -0.9 -0.6 0.4
C 4.3478 2.0101 -0.1646 -0.6 -0.7 0.0
C 3.7564 0.7630 -0.0985 0.4 0.6 -0.4
C 3.5966 -1.2867 2.9757 0.3 -0.7 0.2
C 4.3398 -2.4373 3.2255 -1.0 0.9 -0.4
C 3.9021 -3.4337 2.3068 -1.1 0.7 -0.7
C 2.9083 -2.8607 1.5166 0.8 -0.7 0.7
C -1.8105 1.6683 1.1565 -0.1 0.8 0.0
C -2.2668 2.6066 0.2202 0.5 -0.8 0.7
C -2.8589 1.8789 -0.8248 0.0 -0.5 -0.2
C -2.7427 0.5216 -0.5360 0.4 0.6 0.3
C -3.8168 -2.1634 1.2360 -0.9 -0.8 0.8
C -4.7425 -2.7852 2.0705 1.1 0.7 -0.6
C -4.1540 -2.8930 3.3714 1.6 0.8 -0.7
C -2.8797 -2.3360 3.2902 -0.9 -0.7 0.4
H 1.6446 -1.9266 -0.8006 -0.3 0.1 0.2
H 0.7747 -0.4595 -1.1860 0.0 0.1 0.8
H -1.1023 -1.8938 -0.9218 0.1 -0.1 0.1
H -0.2449 -2.9467 0.2065 -0.2 0.3 0.1
H 1.7199 2.4154 1.8690 0.5 0.2 -0.5
H 3.7226 3.9629 0.7616 0.1 -0.1 0.1
H 5.2286 2.2581 -0.7281 0.2 0.0 0.0
H 4.0264 -0.1989 -0.5226 0.1 0.3 0.1
H 3.6005 -0.3355 3.4840 0.1 -0.1 -0.2
H 5.0812 -2.5725 4.0079 -0.2 0.2 -0.3
H 4.2413 -4.4578 2.2689 0.0 0.1 -0.2
H 2.3106 -3.2739 0.7258 0.0 -0.2 -0.1
H -1.6058 1.9114 2.2425 -0.9 0.0 -0.8
H -2.1862 3.6815 0.3221 -0.1 -0.2 0.0
H -3.2947 2.2979 -1.7255 -0.1 -0.2 0.5
H -3.0568 -0.3530 -1.0886 0.1 0.2 0.1
H -3.8916 -1.8909 0.2014 0.0 0.0 -0.1
H -5.7377 -3.1195 1.7985 0.3 0.1 -0.1
H -4.6147 -3.3164 4.2513 0.1 0.1 0.0
H -2.1215 -2.1998 4.0485 -0.2 -0.2 -0.2
O -0.6910 -1.3069 5.5390 -0.8 2.5 -0.4
N -1.0691 -0.1813 5.2790 0.0 0.4 -0.8
O -1.3664 0.7808 5.9310 0.6 -1.9 -0.9
O -1.2956 0.0429 3.7119 -0.2 -0.1 2.6